[1]
{
  "formula": "C65H72BrCl3N7OP3RbSi",
  "method": "wB97M-V/def2-TZVPD",
  "relative_energy_kcal_mol": 16.5,
  "mol_weight_g_mol": 1360.08,
  "e_homo_ev": [-4.620, -4.606],
  "total_charge": -1,
  "orbital_gap_ev": [6.047, 5.523],
  "largest_force_ev_per_a": 0.7,
  "symbols": ["Rb", "C", "C", "C", "P", "C", "C", "C", "C", "C", "C", "C", "C", "C", "Si", "C", "C", "C", "C", "C", "C", "P", "C", "C", "C", "C", "C", "C", "C", "C", "C", "C", "C", "C", "P", "C", "C", "C", "C", "C", "C", "H", "H", "H", "H", "H", "H", "H", "H", "H", "H", "H", "H", "H", "H", "H", "H", "H", "H", "H", "H", "H", "H", "H", "H", "H", "H", "H", "H", "H", "H", "H", "H", "H", "H", "H", "H", "H", "H", "H", "H", "H", "H", "H", "H", "H", "H", "H", "H", "H", "H", "H", "H", "H", "H", "Br", "C", "C", "C", "C", "C", "C", "N", "N", "C", "C", "C", "C", "O", "C", "N", "C", "C", "C", "C", "H", "H", "H", "H", "H", "H", "H", "H", "H", "Cl", "C", "Cl", "Cl", "C", "N", "N", "C", "C", "C", "C", "C", "C", "N", "C", "C", "C", "C", "N", "C", "C", "H", "H", "H", "H", "H", "H", "H", "H", "H"],
  "xyz": [[0.336316, 0.146089, -1.170178], [-2.019057, -2.409579, -3.233070], [-1.825731, -3.169852, -1.915155], [-2.626066, -4.467174, -1.943893], [-0.004715, -3.243605, -1.510539], [0.678687, -4.234201, -2.953343], [2.001745, -3.615924, -3.416959], [0.832430, -5.750355, -2.854534], [-0.018304, -4.257117, 0.041906], [-0.352774, -5.614429, 0.068664], [-0.516904, -6.305310, 1.257666], [-0.387282, -5.636362, 2.464693], [-0.052279, -4.293853, 2.457333], [0.177411, -3.592562, 1.267083], [0.940004, -1.864152, 1.475959], [0.181888, -0.977334, 3.004524], [1.012248, -0.780819, 4.118955], [0.597334, -0.078681, 5.239941], [-0.675548, 0.465128, 5.277877], [-1.513343, 0.290760, 4.189040], [-1.114182, -0.414986, 3.052969], [-2.239321, -0.551118, 1.600597], [-3.152308, 1.083725, 1.502297], [-4.343294, 1.385098, 2.412628], [-2.175562, 2.252869, 1.459946], [-3.606647, -1.697831, 2.178877], [-3.313760, -3.149927, 1.802935], [-3.993190, -1.637679, 3.654906], [2.739985, -2.226308, 2.040971], [2.973280, -3.147972, 3.070852], [4.215344, -3.277563, 3.666996], [5.267116, -2.471055, 3.249527], [5.074143, -1.599207, 2.193862], [3.832152, -1.493005, 1.560389], [3.626045, -0.639207, -0.051655], [4.532912, -1.885099, -1.131073], [6.053098, -1.775908, -1.167044], [4.124366, -3.308606, -0.744544], [4.823087, 0.777947, 0.070414], [4.766728, 1.590155, -1.224606], [4.524678, 1.664995, 1.275293], [-3.069043, -2.133850, -3.353100], [-1.751525, -3.030329, -4.089755], [-1.434696, -1.489303, -3.276915], [-2.208655, -2.534709, -1.109173], [-2.221953, -5.164987, -2.681731], [-3.658055, -4.250215, -2.234962], [-2.650237, -4.963998, -0.975561], [-0.056081, -4.021761, -3.734092], [2.811831, -3.885888, -2.742375], [1.956443, -2.529008, -3.467139], [2.261045, -3.991934, -4.409436], [1.455202, -6.033440, -2.003642], [1.331994, -6.110474, -3.757238], [-0.120085, -6.274878, -2.779568], [-0.512672, -6.146590, -0.855448], [-0.769296, -7.358156, 1.237549], [-0.549384, -6.153701, 3.402397], [0.025132, -3.769056, 3.404348], [2.021133, -1.168222, 4.110512], [1.275082, 0.047558, 6.075576], [-1.016360, 1.019512, 6.143912], [-2.502961, 0.722853, 4.221582], [-3.561463, 1.005514, 0.492515], [-4.055217, 1.605975, 3.441606], [-5.076865, 0.579399, 2.424265], [-4.848161, 2.275071, 2.027780], [-1.646912, 2.381823, 2.406640], [-2.715770, 3.177775, 1.244965], [-1.431310, 2.115448, 0.676819], [-4.456309, -1.361747, 1.571208], [-2.501480, -3.546506, 2.409258], [-3.027094, -3.264024, 0.758560], [-4.195725, -3.769311, 1.985297], [-3.140202, -1.899527, 4.284157], [-4.782702, -2.368300, 3.851694], [-4.356538, -0.661520, 3.971650], [2.166040, -3.771387, 3.433507], [4.358590, -3.994529, 4.466281], [6.236891, -2.543203, 3.726712], [5.907950, -1.006676, 1.840012], [4.157778, -1.677727, -2.137361], [6.491372, -1.918994, -0.175626], [6.391779, -0.835130, -1.594474], [6.444216, -2.562189, -1.816631], [4.594264, -3.611986, 0.193320], [4.453425, -4.002586, -1.521060], [3.043073, -3.419426, -0.620134], [5.831966, 0.370747, 0.172146], [3.766433, 2.006386, -1.372887], [5.021277, 0.994960, -2.103744], [5.474433, 2.421359, -1.175609], [3.536060, 2.112293, 1.182909], [5.253912, 2.478108, 1.320666], [4.563321, 1.120058, 2.221031], [-5.087416, -3.587349, -5.583896], [-5.472947, -1.727562, -5.517606], [-6.739229, -1.307306, -5.150822], [-7.007692, 0.051760, -5.088393], [-6.012976, 0.986226, -5.357287], [-4.753380, 0.539175, -5.763361], [-4.481455, -0.813876, -5.843116], [-6.360348, 2.362307, -5.365620], [-5.583369, 3.221093, -4.895828], [-4.487738, 2.901316, -4.111389], [-3.381260, 3.734137, -4.299834], [-2.131793, 3.450108, -3.797811], [-1.886966, 2.291030, -3.010996], [-0.757038, 1.978473, -2.576778], [-3.078147, 1.466243, -2.697156], [-2.886806, 0.402892, -1.888761], [-3.936170, -0.290907, -1.504415], [-5.253330, 0.063791, -1.814887], [-5.459184, 1.130504, -2.646628], [-4.356352, 1.818723, -3.190205], [-7.508770, -2.031386, -4.920276], [-7.994651, 0.403682, -4.815755], [-3.981808, 1.260772, -5.998457], [-3.502990, -1.157468, -6.150483], [-3.532870, 4.600156, -4.933743], [-1.286781, 4.095049, -4.000769], [-3.741830, -1.161446, -0.883280], [-6.082446, -0.494927, -1.399901], [-6.461916, 1.461540, -2.879778], [3.532046, -0.101527, -6.650243], [3.818803, 0.683481, -5.142379], [4.222198, 2.357064, -5.210557], [6.002867, -0.415201, -4.340022], [2.997047, 0.289068, -4.077905], [2.400304, -0.087457, -3.161768], [2.503241, 6.134622, 4.248348], [2.742204, 7.465002, 4.514177], [3.222175, 8.130746, 5.636630], [3.337639, 9.503873, 5.539960], [2.987880, 10.189461, 4.365833], [2.515228, 9.520257, 3.255280], [2.393155, 8.133564, 3.332184], [1.961209, 7.228172, 2.380125], [2.040347, 6.061948, 2.957669], [1.685163, 4.785661, 2.324338], [1.470501, 4.730951, 0.951613], [1.146264, 3.511986, 0.378678], [1.032920, 2.381287, 1.076500], [1.224731, 2.442166, 2.390261], [1.550137, 3.610834, 3.056432], [2.677606, 5.359487, 4.860954], [3.491262, 7.604654, 6.543186], [3.707306, 10.064905, 6.388274], [3.094171, 11.265759, 4.336001], [2.244687, 10.042233, 2.347690], [1.559393, 5.626814, 0.354393], [0.963133, 3.436973, -0.688976], [1.115471, 1.514227, 2.937150], [1.673953, 3.582688, 4.131679]],
  "forces_ev_per_a": [[0.0, 0.1, 0.1], [0.0, 0.0, 0.0], [0.0, 0.1, -0.1], [0.0, 0.0, 0.0], [0.1, -0.2, 0.1], [0.0, 0.0, 0.0], [0.0, 0.0, 0.0], [0.1, 0.0, 0.0], [-0.1, 0.0, -0.1], [-0.1, -0.1, 0.0], [0.0, 0.0, 0.0], [0.0, 0.0, 0.0], [0.0, 0.0, 0.0], [0.0, 0.1, 0.0], [0.3, -0.4, 0.4], [0.0, 0.0, -0.1], [0.0, 0.0, 0.0], [0.0, 0.0, 0.0], [0.0, 0.0, 0.0], [0.0, 0.0, 0.0], [0.0, 0.0, 0.0], [0.0, -0.1, 0.0], [0.0, 0.0, 0.0], [0.0, 0.0, 0.0], [0.0, 0.0, 0.0], [0.0, 0.0, 0.0], [0.0, 0.0, 0.0], [0.0, 0.0, 0.0], [-0.1, 0.0, 0.0], [0.0, -0.1, 0.0], [0.0, 0.0, 0.0], [0.0, 0.0, 0.0], [0.0, 0.0, 0.0], [0.1, 0.1, 0.0], [0.1, 0.0, 0.2], [-0.1, 0.0, -0.1], [0.0, 0.0, 0.0], [0.0, 0.0, 0.1], [0.0, 0.0, -0.1], [0.0, 0.0, 0.0], [0.0, 0.0, 0.0], [0.0, 0.0, 0.0], [0.0, 0.0, 0.0], [0.0, 0.0, 0.0], [0.0, 0.0, 0.0], [0.0, 0.0, 0.0], [0.0, 0.0, 0.0], [0.0, 0.0, 0.0], [0.0, 0.0, 0.0], [0.0, 0.0, -0.1], [0.0, 0.0, 0.0], [0.0, 0.0, 0.0], [0.0, 0.0, 0.0], [0.0, 0.0, 0.0], [0.0, 0.0, 0.0], [0.0, 0.0, 0.1], [0.0, 0.0, 0.0], [0.0, 0.0, 0.0], [0.0, 0.0, 0.0], [0.0, 0.0, 0.0], [0.0, 0.0, 0.0], [0.0, 0.0, 0.0], [0.0, 0.0, 0.0], [0.0, 0.0, 0.0], [0.0, 0.0, 0.0], [0.0, 0.0, 0.0], [0.0, 0.0, 0.0], [0.0, 0.0, 0.0], [0.0, 0.0, 0.0], [0.0, 0.0, 0.0], [0.0, 0.0, 0.0], [0.0, 0.0, 0.0], [0.0, 0.0, 0.0], [0.0, 0.0, 0.0], [0.0, 0.0, 0.0], [0.0, 0.0, 0.0], [0.0, -0.1, 0.0], [0.0, 0.0, 0.0], [0.0, 0.0, 0.0], [0.0, 0.0, 0.0], [0.0, 0.0, 0.0], [0.0, 0.0, 0.0], [0.0, 0.0, 0.0], [0.0, 0.0, 0.0], [0.0, 0.0, 0.0], [0.0, 0.0, 0.0], [0.0, 0.0, 0.0], [0.0, 0.0, 0.0], [0.0, 0.0, 0.0], [0.0, 0.0, 0.0], [0.0, 0.0, 0.0], [0.0, 0.0, 0.0], [0.0, 0.0, 0.0], [0.0, 0.0, 0.0], [0.0, 0.0, 0.0], [0.0, 0.0, 0.0], [-0.1, 0.0, 0.1], [0.0, 0.0, 0.0], [0.1, 0.0, -0.1], [-0.1, -0.3, -0.2], [0.0, -0.1, -0.1], [0.0, 0.0, 0.0], [-0.3, -0.2, -0.2], [-0.1, 0.4, 0.2], [0.6, 0.3, 0.1], [-0.1, -0.1, 0.0], [0.0, 0.0, 0.1], [0.0, 0.0, -0.1], [-0.2, 0.4, -0.2], [0.0, 0.1, 0.0], [-0.1, 0.0, 0.1], [0.2, -0.1, 0.0], [0.0, 0.1, 0.0], [0.0, 0.0, 0.1], [-0.1, 0.1, 0.2], [0.0, 0.0, 0.0], [0.0, 0.0, 0.0], [0.0, 0.0, 0.0], [0.0, 0.0, 0.0], [0.0, 0.0, 0.0], [0.0, 0.0, 0.0], [0.0, 0.0, 0.0], [0.0, 0.0, 0.0], [0.0, 0.0, 0.0], [0.0, 0.0, 0.1], [-0.2, 0.1, -0.2], [0.0, -0.1, 0.0], [0.0, 0.0, 0.0], [0.2, -0.1, 0.1], [-0.1, 0.1, -0.2], [0.0, 0.0, 0.0], [0.0, 0.0, 0.0], [0.0, 0.0, 0.0], [0.0, 0.0, 0.0], [0.0, 0.0, 0.0], [0.0, 0.0, 0.0], [0.0, 0.0, 0.0], [0.0, 0.0, 0.0], [0.0, 0.0, 0.0], [0.0, 0.0, 0.0], [0.0, 0.0, 0.1], [0.0, 0.0, 0.0], [-0.1, -0.1, -0.1], [0.0, 0.0, 0.0], [0.0, 0.0, 0.0], [0.0, 0.0, 0.0], [0.0, 0.0, 0.0], [0.0, 0.0, 0.0], [0.0, 0.0, 0.0], [0.0, 0.0, 0.0], [0.0, 0.0, 0.0], [0.0, 0.0, 0.0], [0.0, 0.0, 0.0], [0.0, 0.0, 0.0]]
}

***

[2]
{
  "formula": "C12H43N3O8",
  "method": "wB97M-V/def2-TZVPD",
  "relative_energy_kcal_mol": 40.6,
  "mol_weight_g_mol": 357.49,
  "e_homo_ev": -9.204,
  "orbital_gap_ev": 9.484,
  "smiles": "COC[C@H](C)N.COC[C@H](C)N.COC[C@H](C)N.O.O.O.O.O",
  "largest_force_ev_per_a": 3.7,
  "symbols": ["C", "O", "C", "C", "C", "N", "H", "H", "H", "H", "H", "H", "H", "H", "H", "H", "H", "C", "O", "C", "C", "C", "N", "H", "H", "H", "H", "H", "H", "H", "H", "H", "H", "H", "C", "O", "C", "C", "C", "N", "H", "H", "H", "H", "H", "H", "H", "H", "H", "H", "H", "O", "H", "H", "O", "H", "H", "O", "H", "H", "O", "H", "H", "O", "H", "H"],
  "xyz": [[-16.880607, 1.801124, -4.307344], [-15.756863, 0.935083, -4.183589], [-15.802906, -0.217012, -4.977340], [-14.408877, -0.772468, -5.143108], [-13.828215, -1.035701, -3.783392], [-13.598936, 0.092816, -6.009285], [-16.588321, 2.722901, -3.785756], [-17.844191, 1.343511, -4.012921], [-17.015466, 2.102819, -5.344127], [-16.493959, -0.988276, -4.497919], [-16.307825, 0.047885, -5.942119], [-14.486211, -1.744046, -5.662839], [-13.747238, -0.090212, -3.192305], [-12.794614, -1.356874, -4.017084], [-14.275599, -1.811393, -3.134611], [-14.100824, 0.445979, -6.780840], [-13.313811, 0.893731, -5.426673], [-20.407915, 0.989550, -3.843537], [-20.156867, 0.088292, -4.896632], [-20.475803, -1.154857, -4.476583], [-20.226385, -2.231641, -5.553677], [-21.230199, -2.024204, -6.732707], [-20.432290, -3.467036, -4.824611], [-20.148207, 1.997922, -4.183339], [-19.995243, 0.713219, -2.866583], [-21.479590, 1.007898, -3.675840], [-19.917831, -1.337292, -3.575576], [-21.537592, -1.227478, -4.266053], [-19.202004, -1.980445, -5.845980], [-21.122847, -2.710948, -7.558318], [-20.995895, -1.038762, -7.105473], [-22.274810, -2.162162, -6.387309], [-19.819359, -3.505882, -3.966187], [-20.135691, -4.315102, -5.316606], [-18.488569, -2.077901, 2.644297], [-19.954267, -1.998946, 2.863791], [-20.733663, -2.317890, 1.714508], [-22.233379, -2.231375, 1.945286], [-22.628383, -2.953172, 3.304813], [-22.951183, -2.667112, 0.798044], [-18.122139, -1.342963, 1.969467], [-18.272345, -3.014524, 2.201680], [-18.029494, -1.893519, 3.599661], [-20.429759, -1.761283, 0.827199], [-20.509177, -3.378038, 1.465563], [-22.519327, -1.157690, 2.115120], [-22.430115, -4.022975, 3.262308], [-23.678069, -2.705993, 3.423472], [-22.104720, -2.491926, 4.145123], [-22.693723, -3.712848, 0.758282], [-23.926271, -2.553775, 0.913844], [-16.391667, -2.056232, -0.108904], [-16.875933, -2.682385, 0.415730], [-16.849987, -1.208506, 0.002977], [-21.260569, -3.258349, -1.764666], [-21.512743, -3.327289, -2.735977], [-22.033047, -2.779032, -1.435258], [-17.929859, -4.970115, 0.702295], [-17.906422, -4.664039, -0.209404], [-17.069534, -5.413432, 0.850152], [-21.646290, -5.291060, 0.271418], [-21.298625, -6.166641, 0.136158], [-21.418875, -4.853034, -0.586721], [-18.302210, -3.419008, -1.833459], [-17.598799, -2.802323, -1.655700], [-19.049502, -3.071572, -1.293383]],
  "forces_ev_per_a": [[0.5, 0.0, -0.3], [-0.3, 0.6, 0.3], [-2.2, -0.7, -0.2], [-1.4, -0.5, -1.0], [2.1, 0.6, 0.5], [1.5, 0.0, 2.4], [-0.5, -0.4, 0.3], [0.6, 0.2, 0.4], [0.0, -0.1, -0.4], [0.7, 0.6, -0.4], [0.6, -0.3, 0.3], [-0.2, 0.3, 0.1], [-0.1, -0.7, -0.4], [-0.2, 0.0, 0.6], [-0.2, 0.4, -0.7], [-0.8, 0.3, -0.9], [-0.1, -0.3, -0.6], [-0.9, 0.8, -0.5], [0.9, 2.0, -0.4], [-0.9, -1.9, -0.6], [-0.5, 1.1, 0.4], [0.5, -0.5, 1.2], [1.2, -1.3, 1.2], [0.3, -0.3, 0.3], [0.6, 0.0, -0.3], [-0.5, 0.1, 0.1], [0.3, -0.8, 0.6], [-0.6, 0.1, 0.5], [0.2, -0.7, -0.5], [0.4, -0.4, -0.2], [-0.5, 0.4, -0.2], [0.6, 0.5, 0.0], [-0.7, 0.4, -1.1], [-0.4, 0.5, -0.2], [-2.7, 0.2, 0.5], [1.2, 0.7, -0.3], [0.8, -1.5, -0.2], [0.1, 1.9, 2.9], [0.3, 1.1, -1.2], [2.0, -2.9, -1.0], [0.0, 1.1, -0.7], [0.4, -1.3, 0.0], [0.1, -0.3, 0.4], [0.0, 0.5, -0.1], [-0.2, 0.2, 0.0], [0.4, -0.6, -0.1], [-0.1, 0.0, 0.0], [-0.3, -0.5, 0.2], [0.1, -0.2, -0.1], [-1.2, 1.8, -0.3], [-1.1, -0.1, 0.2], [0.2, 0.9, -0.6], [-0.4, -0.6, 0.6], [0.2, -0.3, 0.1], [-0.8, 0.0, -1.9], [0.9, -0.2, 1.2], [0.0, 0.1, 0.8], [0.9, -0.3, 0.5], [-0.1, 0.0, -0.5], [-0.7, 0.3, -0.2], [0.2, 0.6, -1.1], [0.2, -0.7, 0.3], [-0.3, 0.0, 0.8], [-1.3, -0.2, 0.5], [0.8, 0.5, 0.1], [0.3, -0.4, -0.7]]
}